Entry 1:
ORCA calculation (the ωB97M-V functional and the def2-TZVPD basis) on a molecular structure, C48H64NP3PdSi.

The HOMO-LUMO gap is 0.248 hartree. The total energy comes out at -3363.7469 Eh. The energy above the lowest of the compared OMol25 structures with the same formula, charge and spin comes out at 0.000 eV.

```
! wB97M-V def2-TZVPD RIJCOSX def2/J DEFGRID3
* xyz 0 1
Pd 0.1602 0.2393 0.6662
C -2.4536 2.1869 2.1561
C -1.7345 2.9773 1.0606
C -2.5157 4.2471 0.7311
P -1.3176 1.8202 -0.3304
C -0.8004 2.8530 -1.7750
C 0.3249 3.8014 -1.3812
C -1.8753 3.5364 -2.6153
C -2.9166 1.0611 -0.8174
C -4.0225 1.7674 -1.2913
C -5.1693 1.0953 -1.6834
C -5.2144 -0.2921 -1.6388
C -4.1206 -0.9988 -1.1683
C -2.9747 -0.3378 -0.7259
Si -1.4853 -1.2122 0.0470
C -0.7816 -2.5079 -1.1744
C -0.8724 -3.8614 -0.8296
C -0.3821 -4.8640 -1.6514
C 0.2240 -4.5339 -2.8540
C 0.3116 -3.2024 -3.2265
C -0.1850 -2.1871 -2.4099
P -0.1743 -0.4432 -2.9840
C -1.1910 -0.6614 -4.5369
C -1.1729 0.5798 -5.4279
C -2.6280 -1.0103 -4.1564
C 1.5131 -0.1755 -3.7625
C 2.6853 -0.7888 -3.0048
C 1.7777 1.3310 -3.8732
C -2.1421 -2.1577 1.5578
C -3.2960 -2.9463 1.5827
C -3.7565 -3.5110 2.7605
C -3.0696 -3.2911 3.9454
C -1.9071 -2.5399 3.9393
C -1.4298 -1.9879 2.7499
P 0.1542 -1.0810 2.6027
C 1.4014 -2.4296 2.8915
C 1.5051 -3.0801 4.2696
C 1.1155 -3.5214 1.8590
C 0.0848 0.0993 4.0485
C 0.5173 -0.3627 5.4417
C 0.7956 1.4050 3.7173
H -2.4408 2.7414 3.0971
H -3.4959 2.0149 1.8781
H -1.9930 1.2119 2.3190
H -0.7482 3.2736 1.4344
H -3.5335 4.0141 0.4151
H -2.5941 4.8621 1.6312
H -2.0405 4.8504 -0.0395
H -0.3525 2.0861 -2.4066
H -0.0203 4.6281 -0.7562
H 1.1180 3.2804 -0.8505
H 0.7649 4.2340 -2.2835
H -2.4095 4.3148 -2.0676
H -1.3849 4.0186 -3.4658
H -2.6044 2.8302 -3.0111
H -3.9975 2.8454 -1.3773
H -6.0217 1.6565 -2.0447
H -6.0978 -0.8172 -1.9800
H -4.1525 -2.0813 -1.1755
H -1.3247 -4.1402 0.1152
H -0.4673 -5.9005 -1.3494
H 0.6206 -5.3074 -3.4997
H 0.7797 -2.9480 -4.1711
H -0.7586 -1.4955 -5.1001
H -1.4913 1.4693 -4.8771
H -0.1869 0.7735 -5.8496
H -1.8673 0.4442 -6.2605
H -3.0920 -0.1870 -3.6068
H -3.2245 -1.1955 -5.0531
H -2.6772 -1.8995 -3.5257
H 1.4676 -0.6099 -4.7691
H 2.8170 -0.2795 -2.0484
H 2.5708 -1.8552 -2.8167
H 3.6032 -0.6432 -3.5801
H 1.9033 1.7581 -2.8739
H 2.7081 1.5034 -4.4199
H 0.9841 1.8774 -4.3842
H -3.8528 -3.1252 0.6727
H -4.6559 -4.1140 2.7584
H -3.4372 -3.7099 4.8737
H -1.3837 -2.3816 4.8730
H 2.3617 -1.9656 2.6521
H 0.5448 -3.4649 4.6200
H 2.1777 -3.9369 4.1811
H 1.9206 -2.4207 5.0235
H 0.2128 -4.0787 2.1241
H 0.9893 -3.1196 0.8561
H 1.9540 -4.2199 1.8338
H -0.9910 0.3039 4.0817
H 1.6047 -0.3510 5.5250
H 0.1309 0.3544 6.1693
H 0.1676 -1.3507 5.7308
H 1.8360 1.2430 3.4273
H 0.3096 1.9071 2.8867
H 0.7746 2.0633 4.5896
C 4.8340 -2.3264 1.3531
C 5.0334 -1.1181 2.0154
C 4.1961 -0.0400 1.7880
C 3.1126 -0.1254 0.8905
C 2.9144 -1.3598 0.2563
C 3.7661 -2.4322 0.4742
N 2.2264 0.9317 0.7036
C 2.8155 2.1944 0.6518
C 3.9596 2.4126 -0.1419
C 4.5374 3.6634 -0.2494
C 4.0033 4.7566 0.4246
C 2.8702 4.5681 1.1985
C 2.2853 3.3132 1.3123
H 5.4982 -3.1641 1.5215
H 5.8501 -1.0178 2.7205
H 4.3665 0.8949 2.3084
H 2.0700 -1.4742 -0.4146
H 3.5858 -3.3632 -0.0514
H 4.3822 1.5740 -0.6819
H 5.4121 3.7911 -0.8767
H 4.4582 5.7346 0.3364
H 2.4301 5.4063 1.7263
H 1.3869 3.2040 1.9006
*
```

Entry 2:
ORCA calculation (the ωB97M-V functional and the def2-TZVPD basis) on 2 unconnected molecules or ions with the total composition C2H7NO2 at a distorted geometry.

The HOMO-LUMO gap is 0.380 hartree. The total energy comes out at -285.6044 Eh. The SMILES is CNC=O.O. The energy above the lowest of the compared OMol25 structures with the same formula, charge and spin comes out at 1.834 eV.

```
! wB97M-V def2-TZVPD RIJCOSX def2/J DEFGRID3
* xyz 0 1
C -1.5486 1.1562 0.3292
N -1.2226 0.0936 -0.5966
C 0.1843 -0.2033 -0.7135
O 0.4752 -1.3320 -0.9793
H -1.7336 2.0758 -0.3038
H -0.8441 1.5882 1.0364
H -2.5211 1.0220 0.8240
H -1.7443 -0.7472 -0.3825
H 0.8551 0.6662 -0.8645
O 2.4836 -1.1353 0.5479
H 3.1199 -1.3676 -0.1154
H 2.4962 -1.8167 1.2181
*
```

Entry 3:
ORCA calculation (the ωB97M-V functional and the def2-TZVPD basis) on a single C7H10 molecule.

The HOMO-LUMO gap is 0.388 hartree. The total energy comes out at -272.6273 Eh. The SMILES is C1[C@@H]2CC3(CC3)[C@H]12. The energy above the lowest of the compared OMol25 structures with the same formula, charge and spin comes out at 2.468 eV.

```
! wB97M-V def2-TZVPD RIJCOSX def2/J DEFGRID3
* xyz 0 1
C 1.7428 0.7538 0.6529
C 1.4493 -0.7040 0.3710
C 0.5758 -0.8181 -0.8960
C -0.4698 0.0112 -0.1456
C -1.8776 -0.4338 -0.0116
C -1.5381 0.9015 -0.6724
C 0.4225 0.1799 1.0469
H 1.8250 1.4175 -0.2051
H 2.4048 1.0545 1.4729
H 2.0465 -1.5123 0.7662
H 0.2236 -1.8258 -1.1575
H 1.0207 -0.3746 -1.7917
H -2.2157 -1.2613 -0.6286
H -2.3126 -0.4156 0.9910
H -1.6146 1.0455 -1.7561
H -1.7887 1.7941 -0.1025
H 0.1079 0.1512 2.0826
*
```

Entry 4:
ORCA calculation (the ωB97M-V functional and the def2-TZVPD basis) on a single C3H3NS molecule at a distorted geometry.

The HOMO-LUMO gap is 0.342 hartree. The total energy comes out at -568.9230 Eh. The SMILES is C#C/C=N\S. The energy above the lowest of the compared OMol25 structures with the same formula, charge and spin comes out at 2.573 eV.

```
! wB97M-V def2-TZVPD RIJCOSX def2/J DEFGRID3
* xyz 0 1
C 1.1564 -0.8180 2.1951
C 0.3247 -0.4358 1.3947
C -0.8698 -0.3112 0.5797
N -1.1906 0.0466 -0.6029
S 0.3284 0.5996 -1.3962
H 1.7042 -1.2465 2.9498
H -1.9162 -0.5964 1.0139
H -0.3752 1.3130 -2.4203
*
```

Entry 5:
ORCA calculation (the ωB97M-V functional and the def2-TZVPD basis) on a single CH6N4O molecule at a distorted geometry.

The HOMO-LUMO gap is 0.331 hartree. The total energy comes out at -335.7698 Eh. The SMILES is NC(=O)N(N)N. The energy above the lowest of the compared OMol25 structures with the same formula, charge and spin comes out at 6.171 eV.

```
! wB97M-V def2-TZVPD RIJCOSX def2/J DEFGRID3
* xyz 0 1
N 0.2090 0.4339 -1.6242
C -0.6385 0.2060 -0.6323
O -1.8405 0.1333 -0.5541
N 0.3191 -0.1194 0.4038
N -0.0385 0.3638 1.6869
N 0.7095 -1.4687 0.3680
H 0.4531 1.5592 -2.1596
H -0.0336 0.8483 -2.7347
H 0.3219 1.3050 1.8001
H -1.0541 0.3571 1.7908
H 1.5933 -1.5576 0.8571
H -0.0009 -2.0609 0.7983
*
```